(1)
A cluster of 2 separate species, C4H13NOS in total. Source: OMol25; level of theory: wB97M-V/def2-TZVPD.

Calculated values
Kohn-Sham gap: 9.8 eV
LUMO: 0.78 eV
E_HOMO: -9.071 eV
DFT total energy: -18731.1151 eV
relative energy (zero: lowest compared OMol25 entry of this formula, charge and spin): 20.7 kcal per mole

```
20
C4H13NOS, DFT wB97M-V/def2-TZVPD
C -0.21147 1.99719 0.12903
C -1.42097 1.90542 -0.79683
S -1.86601 0.22759 -1.29685
N 0.23276 3.38941 0.21273
H -0.46844 1.56196 1.10200
H 0.59113 1.41258 -0.32356
H -2.30977 2.34690 -0.34373
H -1.20486 2.49259 -1.69020
H -0.61611 -0.22732 -1.32263
H -0.48043 3.94277 0.67309
H 1.07381 3.44837 0.77836
C 1.10526 -2.15771 0.53542
O 2.10026 -2.98309 -0.07714
C -0.23123 -2.76517 0.18394
H 1.24133 -2.13248 1.62171
H 1.21205 -1.14242 0.14615
H 2.96976 -2.60778 0.08757
H -0.30394 -3.79072 0.54058
H -1.03356 -2.26341 0.72695
H -0.37957 -2.65469 -0.88658
```

(2)
A cluster of 2 separate species, C2H6BrN in total in a non-equilibrium geometry. Source: OMol25; level of theory: wB97M-V/def2-TZVPD.

Calculated values
Kohn-Sham gap: 9.0 eV
LUMO: 0.49 eV
E_HOMO: -8.498 eV
DFT total energy: -73699.8624 eV
relative energy (zero: lowest compared OMol25 entry of this formula, charge and spin): 70.0 kcal per mole

```
10
C2H6BrN, DFT wB97M-V/def2-TZVPD
C -0.49524 0.80562 0.60540
C 0.60023 -0.16145 0.59273
N 0.63141 -0.75940 -1.49808
Br -0.95357 -0.18077 -2.03689
H -1.46561 0.32851 0.77472
H -0.38751 1.20304 1.56531
H -0.53553 1.56921 -0.29350
H 1.63057 0.20786 0.45775
H 0.53310 -1.20147 1.13867
H 0.44215 -1.81115 -1.30610
```

(3)
The ion C4H6BrN2O2S with charge +1 in a non-equilibrium geometry. Source: OMol25; level of theory: wB97M-V/def2-TZVPD.

Calculated values
Kohn-Sham gap: 8.6 eV
charge: +1
LUMO: -6.04 eV
E_HOMO: -14.676 eV
DFT total energy: -92185.2951 eV
relative energy (zero: lowest compared OMol25 entry of this formula, charge and spin): 58.1 kcal per mole

```
16
C4H6BrN2O2S, DFT wB97M-V/def2-TZVPD
C -2.40297 -0.31918 0.16079
C 0.26320 -0.52606 0.20090
C -1.97372 0.99606 -0.28188
C 2.58505 -0.72311 0.04374
N -1.72125 -1.31205 0.38996
N 1.28976 -1.26158 0.20813
O 0.17648 1.86012 1.24012
O 0.58980 1.56346 -1.20780
S -0.12256 1.22864 -0.00022
Br -4.30765 -0.50442 0.15793
H -1.94356 1.24303 -1.45524
H -2.44873 1.81682 0.29407
H 2.39154 0.09850 -0.58632
H 3.41507 -1.43084 -0.37658
H 2.96763 -0.40718 1.12041
H 1.24190 -2.32220 0.09198
```

(4)
A structure of composition C19H24NO3W. Source: OMol25; level of theory: wB97M-V/def2-TZVPD.

Calculated values
Kohn-Sham gap (spin up / spin down): 6.6 / 6.6 eV
<S²>: 2.038
spin multiplicity: 3
charge: +3
LUMO (spin up / spin down): -10.82 / -11.35 eV
E_HOMO (spin up / spin down): -17.460 / -17.939 eV
DFT total energy: -29519.7032 eV

```
48
C19H24NO3W, DFT wB97M-V/def2-TZVPD
W 0.41815 -0.88686 0.05540
C -1.08719 -3.59807 -0.98011
O -0.76492 -2.68326 0.12098
C -1.05074 -3.29108 1.42447
C -0.76163 -2.22962 2.45861
O 0.47329 -1.55599 2.06673
C 1.73044 -2.15180 2.52584
C 2.79137 -1.49619 1.67960
O 2.32561 -1.58876 0.28113
C 3.05781 -2.53231 -0.58781
H -2.16838 -3.67938 -1.06807
H -0.64595 -4.56967 -0.76437
H -0.65144 -3.18649 -1.88433
H -0.41276 -4.17069 1.52271
H -2.09597 -3.59917 1.45085
H -0.65127 -2.62103 3.46865
H -1.52573 -1.45182 2.46503
H 1.69472 -3.23206 2.37422
H 1.85924 -1.92349 3.58348
H 3.75638 -1.99280 1.75560
H 2.89554 -0.43317 1.89328
H 4.10791 -2.25162 -0.56905
H 2.65989 -2.40878 -1.59162
H 2.90805 -3.54461 -0.21888
N 0.57162 0.90112 0.24254
C -0.10179 1.90454 -0.29706
C 0.19628 3.27507 -0.16119
C 1.16614 3.69860 0.78070
C 1.47261 5.03004 0.89336
C 0.83363 5.96290 0.06905
C -0.11577 5.56337 -0.87358
C -0.43856 4.23298 -0.99043
C -1.21419 1.29762 -1.07710
C -0.86285 0.06247 -1.71694
C -1.83581 -0.63247 -2.45716
C -3.14338 -0.18500 -2.46495
C -3.48234 0.98173 -1.78196
C -2.52525 1.72606 -1.08906
H 1.63901 2.96741 1.42307
H 2.20036 5.36640 1.61856
H 1.08318 7.01222 0.16031
H -0.58601 6.29888 -1.51101
H -1.14437 3.91761 -1.74696
H 0.19875 -0.05973 -2.02609
H -1.55456 -1.48012 -3.06825
H -3.89633 -0.71421 -3.03325
H -4.50751 1.33025 -1.80084
H -2.81528 2.62099 -0.55410
```

(5)
A structure of composition C4H7NO3 in a non-equilibrium geometry. Source: OMol25; level of theory: wB97M-V/def2-TZVPD.

Calculated values
Kohn-Sham gap: 9.7 eV
LUMO: 0.12 eV
E_HOMO: -9.598 eV
DFT total energy: -11885.5358 eV
relative energy (zero: lowest compared OMol25 entry of this formula, charge and spin): 224.6 kcal per mole

```
15
C4H7NO3, DFT wB97M-V/def2-TZVPD
C -0.06878 -0.28163 -0.07439
C -0.41633 0.59063 -1.26965
C 1.45955 -0.68109 0.12322
C 0.16140 0.62640 1.00217
H -0.99522 -2.44398 -0.32241
H -2.31039 -0.97015 -0.14054
H -0.97373 1.82367 -0.99546
H 0.77745 0.68779 -1.82831
H -0.82794 -0.34687 -2.95020
H 2.01999 -1.49638 0.64059
H 2.00714 -0.65243 -0.82555
N -1.04015 -1.37331 0.27720
O -1.14838 -0.69744 -1.87472
O 1.50223 0.46017 1.00705
O -0.25775 1.67298 1.59185
```

(6)
A cluster of 2 separate species, C4H8O2 in total. Source: OMol25; level of theory: wB97M-V/def2-TZVPD.

Calculated values
Kohn-Sham gap: 9.2 eV
LUMO: 0.56 eV
E_HOMO: -8.635 eV
DFT total energy: -8371.0991 eV
relative energy (zero: lowest compared OMol25 entry of this formula, charge and spin): 50.3 kcal per mole

```
14
C4H8O2, DFT wB97M-V/def2-TZVPD
C -0.96237 1.05753 2.36654
C -0.34595 -0.01787 1.90297
C 0.58893 0.03807 0.75587
C 0.63204 -0.98242 -0.09271
O 1.31613 -1.02315 -1.27623
H -1.70325 1.04562 3.14441
H -0.80816 2.03966 1.93601
H -0.44504 -0.99284 2.37234
H 1.12456 0.97166 0.60880
H 0.02497 -1.86384 0.02567
H 1.60449 -0.13622 -1.53116
H -0.25161 0.91190 -2.22115
H -1.00802 -0.08338 -3.09329
O -1.11260 0.74988 -2.62389
```